# 1
{"formula": "C35H28AsF8O4PdSeTe", "method": "the ωB97M-V functional and the def2-TZVPD basis", "elements": ["Pd", "O", "C", "O", "C", "O", "O", "C", "As", "C", "C", "C", "C", "C", "C", "C", "C", "H", "H", "H", "H", "H", "H", "H", "H", "H", "H", "H", "H", "H", "C", "C", "C", "C", "C", "C", "Te", "C", "C", "C", "H", "H", "H", "H", "H", "H", "H", "H", "H", "H", "H", "F", "C", "C", "F", "C", "F", "C", "Se", "C", "F", "C", "F", "F", "C", "F", "F", "C", "C", "C", "C", "C", "C", "C", "C", "H", "H", "H", "H"], "coordinates": [[0.474, 0.442, 0.265], [1.321, 3.179, 3.602], [1.194, 2.135, 3.052], [1.700, 1.164, 2.547], [-0.885, 1.837, 2.861], [-1.464, 2.362, 3.763], [-1.065, 1.114, 1.889], [0.717, -3.328, 0.246], [0.722, -1.826, 1.481], [-0.280, -2.641, 2.947], [2.559, -1.855, 2.207], [3.241, -3.176, 2.081], [3.966, -3.479, 0.928], [4.564, -4.719, 0.769], [4.448, -5.684, 1.762], [3.734, -5.393, 2.915], [3.138, -4.149, 3.073], [1.167, -4.213, 0.696], [1.267, -3.043, -0.650], [-0.323, -3.533, -0.011], [0.164, -3.596, 3.230], [-1.306, -2.802, 2.613], [-0.289, -1.964, 3.800], [2.472, -1.526, 3.242], [3.084, -1.078, 1.654], [4.047, -2.730, 0.147], [5.123, -4.931, -0.134], [4.914, -6.653, 1.638], [3.644, -6.135, 3.699], [2.591, -3.924, 3.982], [-4.679, -5.301, 0.283], [-3.887, -4.120, -0.209], [-2.987, -4.247, -1.252], [-2.255, -3.161, -1.733], [-1.291, -3.422, -2.863], [-2.432, -1.909, -1.134], [-1.186, -0.277, -1.716], [-3.359, -1.751, -0.090], [-3.606, -0.413, 0.542], [-4.066, -2.860, 0.353], [-4.164, -6.238, 0.072], [-5.657, -5.343, -0.202], [-4.850, -5.240, 1.359], [-2.836, -5.219, -1.712], [-1.780, -4.001, -3.648], [-0.432, -4.000, -2.512], [-0.908, -2.507, -3.311], [-2.718, -0.041, 1.056], [-4.419, -0.469, 1.265], [-3.871, 0.334, -0.207], [-4.777, -2.735, 1.164], [-2.711, 5.946, 3.205], [-2.138, 5.226, 2.238], [-0.772, 5.286, 2.043], [-0.026, 6.076, 2.817], [-0.191, 4.528, 1.040], [1.133, 4.616, 0.889], [-0.937, 3.699, 0.212], [-0.088, 2.641, -1.124], [-2.307, 3.673, 0.428], [-3.101, 2.908, -0.332], [-2.909, 4.416, 1.425], [-4.233, 4.355, 1.614], [7.538, -3.919, -4.530], [7.628, -2.597, -4.267], [8.787, -2.409, -3.608], [7.769, -1.989, -5.468], [6.444, -2.089, -3.509], [5.173, -2.531, -3.858], [4.065, -2.042, -3.193], [4.202, -1.098, -2.167], [5.489, -0.663, -1.832], [6.600, -1.153, -2.496], [3.060, -0.613, -1.458], [2.113, -0.212, -0.806], [5.054, -3.263, -4.647], [3.074, -2.386, -3.457], [5.602, 0.063, -1.038], [7.589, -0.811, -2.223]], "gap_ev": [6.46, 5.79], "s_squared": 6.02, "spin_multiplicity": 5, "total_charge": -1, "lumo_ha": [0.0778, 0.0118]}

=====

# 2
{"formula": "C35H28BF3N2O2RuS2", "method": "the ωB97M-V functional and the def2-TZVPD basis", "elements": ["Ru", "S", "C", "C", "C", "C", "C", "C", "N", "C", "C", "C", "C", "C", "C", "C", "C", "N", "C", "C", "C", "C", "C", "S", "C", "H", "H", "H", "H", "H", "H", "H", "H", "H", "H", "H", "H", "F", "C", "F", "F", "C", "C", "C", "C", "C", "C", "C", "C", "H", "H", "H", "H", "C", "C", "C", "O", "B", "O", "C", "C", "C", "H", "H", "H", "H", "H", "H", "H", "H", "H", "H", "H", "H"], "coordinates": [[-0.175, -1.257, -0.091], [6.117, -0.654, -0.842], [7.564, 0.162, -1.187], [7.367, 1.493, -1.464], [6.017, 1.850, -1.416], [5.173, 0.786, -1.096], [3.763, 0.806, -0.975], [3.049, -0.376, -0.611], [1.757, -0.422, -0.511], [1.011, 0.761, -0.777], [1.669, 2.034, -1.031], [0.762, 3.172, -0.697], [-1.502, 3.062, -0.655], [-2.308, 1.843, -0.965], [-3.637, 1.681, -1.050], [-4.244, 0.375, -0.887], [-3.406, -0.717, -0.515], [-2.115, -0.601, -0.418], [-1.511, 0.651, -0.720], [-5.639, 0.170, -1.006], [-6.371, -1.011, -0.822], [-7.741, -0.849, -1.022], [-8.067, 0.444, -1.359], [-6.713, 1.463, -1.437], [3.009, 2.029, -1.128], [8.502, -0.371, -1.161], [8.171, 2.175, -1.700], [5.665, 2.851, -1.617], [3.584, -1.300, -0.422], [1.373, 3.947, -0.245], [-2.170, 3.772, -0.178], [-4.276, 2.547, -1.190], [-3.827, -1.691, -0.306], [-5.926, -1.959, -0.556], [-8.470, -1.639, -0.926], [-9.051, 0.837, -1.567], [3.537, 2.964, -1.266], [0.461, 7.384, 1.481], [-0.584, 7.022, 0.722], [-0.626, 7.842, -0.326], [-1.692, 7.230, 1.450], [-0.482, 5.563, 0.334], [-0.405, 4.673, 1.533], [-0.336, 3.341, 1.572], [-0.327, 2.590, 0.270], [-0.420, 3.833, -1.494], [-0.485, 5.258, -0.970], [-0.254, 1.041, 0.202], [-0.247, 0.292, -1.377], [-0.404, 5.197, 2.481], [-0.280, 2.821, 2.520], [-0.437, 3.757, -2.578], [-0.548, 6.061, -1.691], [2.408, -3.943, 0.934], [1.066, -4.145, 1.607], [1.200, -4.241, 3.108], [0.247, -2.930, 1.289], [-0.458, -3.271, 0.139], [-0.508, -4.557, -0.161], [0.184, -5.274, 0.953], [-0.907, -5.793, 1.868], [0.977, -6.402, 0.338], [2.893, -3.067, 1.369], [2.298, -3.800, -0.144], [3.051, -4.805, 1.104], [1.887, -3.480, 3.475], [1.600, -5.220, 3.378], [0.239, -4.113, 3.602], [-1.479, -4.981, 2.320], [-0.483, -6.407, 2.662], [-1.587, -6.411, 1.284], [1.647, -6.053, -0.446], [0.290, -7.126, -0.097], [1.561, -6.910, 1.108]], "gap_ev": [6.15, 5.75], "s_squared": 6.09, "spin_multiplicity": 5, "total_charge": 2, "lumo_ha": [-0.2256, -0.2906]}

=====

# 3
{"formula": "C35H28F5MgN9OS", "method": "the ωB97M-V functional and the def2-TZVPD basis", "elements": ["Mg", "F", "C", "C", "F", "C", "F", "C", "S", "C", "F", "C", "F", "C", "N", "C", "N", "C", "N", "C", "C", "C", "C", "C", "C", "C", "N", "N", "C", "O", "C", "C", "C", "C", "C", "C", "N", "C", "N", "C", "N", "C", "H", "H", "H", "H", "H", "H", "H", "H", "H", "H", "H", "H", "H", "H", "H", "H", "C", "N", "C", "C", "C", "C", "C", "C", "C", "C", "H", "H", "H", "H", "H", "H", "H", "H", "H", "H", "H", "H"], "coordinates": [[-1.559, 1.124, 0.820], [-6.775, 2.254, 4.508], [-6.011, 2.287, 3.418], [-4.636, 2.349, 3.523], [-4.050, 2.371, 4.724], [-3.870, 2.392, 2.378], [-2.515, 2.442, 2.526], [-4.388, 2.379, 1.085], [-3.390, 2.463, -0.316], [-5.787, 2.301, 1.024], [-6.385, 2.263, -0.166], [-6.580, 2.258, 2.154], [-7.906, 2.185, 2.040], [0.488, -0.489, -4.128], [0.127, 0.353, -3.006], [-0.112, 0.017, -1.733], [-0.375, 1.108, -1.038], [-0.306, 2.107, -1.960], [0.013, 1.688, -3.159], [1.764, -1.279, -3.924], [2.034, -2.347, -4.774], [3.199, -3.086, -4.635], [4.104, -2.782, -3.632], [3.838, -1.718, -2.776], [2.677, -0.963, -2.932], [4.760, -1.408, -1.695], [5.871, -1.995, -1.383], [6.355, -1.366, -0.267], [5.509, -0.437, 0.041], [4.473, -0.406, -0.831], [5.540, 0.502, 1.151], [6.554, 0.444, 2.104], [6.545, 1.335, 3.161], [5.534, 2.281, 3.275], [4.527, 2.350, 2.323], [3.431, 3.389, 2.429], [2.110, 2.787, 2.443], [1.250, 2.602, 1.438], [0.186, 1.964, 1.884], [0.454, 1.776, 3.205], [1.614, 2.259, 3.576], [4.534, 1.457, 1.263], [0.587, 0.181, -4.980], [-0.333, -1.175, -4.343], [-0.092, -0.990, -1.345], [-0.508, 3.144, -1.745], [1.320, -2.603, -5.548], [3.394, -3.909, -5.308], [5.007, -3.359, -3.487], [2.503, -0.134, -2.259], [7.327, -0.306, 2.003], [7.325, 1.290, 3.910], [5.523, 2.963, 4.117], [3.475, 4.077, 1.586], [3.543, 3.951, 3.353], [1.404, 2.942, 0.427], [-0.224, 1.298, 3.892], [3.749, 1.492, 0.517], [-5.013, -1.719, -2.469], [-3.943, -2.195, -1.616], [-2.834, -2.701, -2.388], [-3.536, -1.196, -0.641], [-2.743, -1.743, 0.537], [-2.931, -3.074, 0.907], [-2.319, -3.593, 2.038], [-1.519, -2.769, 2.811], [-1.335, -1.445, 2.435], [-1.922, -0.882, 1.292], [-5.322, -2.517, -3.146], [-4.724, -0.841, -3.073], [-5.870, -1.443, -1.854], [-3.172, -3.523, -3.020], [-2.059, -3.074, -1.717], [-2.389, -1.928, -3.045], [-4.448, -0.737, -0.249], [-2.974, -0.380, -1.125], [-3.576, -3.702, 0.305], [-2.480, -4.627, 2.318], [-1.044, -3.153, 3.708], [-0.692, -0.833, 3.064]], "gap_ev": 6.92, "total_charge": 0, "lumo_ha": -0.0206}

=====

Energy relative to the best compared isomer or geometry (same formula, charge and spin), respectively: 0.246; 7.228; 0.298 eV.
E, respectively: -7483.52722; -2825.44454; -3016.24734 Ha.